Entry 1:
# C7H21NO3P2Sr

A molecular structure, C7H21NO3P2Sr at a distorted geometry (ωB97M-V/def2-TZVPD, the OMol25 dataset).

Values from the calculation:
LUMO level = -0.108 eV

Structure (XYZ):
```
35
Properties=species:S:1:pos:R:3:lowdin_charge:R:1
Sr 0.19 -0.06 -0.20 0.62
H 3.04 -0.60 -1.52 0.05
H 2.79 -1.31 -1.51 0.05
P 0.86 2.57 -0.21 0.60
P -0.92 -2.52 -0.14 0.60
C -0.83 -3.36 1.44 -0.29
H -1.41 -4.29 1.40 0.05
H 0.21 -3.58 1.71 0.05
H -1.22 -2.71 2.24 0.04
C -2.66 -2.30 -0.60 -0.28
H -2.74 -1.78 -1.57 0.03
H -3.16 -3.28 -0.65 0.05
H -3.18 -1.65 0.13 0.05
C -0.12 -3.51 -1.42 -0.30
H 0.94 -3.68 -1.17 0.04
H -0.65 -4.46 -1.55 0.04
H -0.11 -2.95 -2.37 0.04
C -0.67 3.50 -0.51 -0.28
H -0.45 4.57 -0.62 0.05
H -1.17 3.12 -1.41 0.03
H -1.38 3.34 0.31 0.05
C 1.65 3.20 1.27 -0.30
H 2.62 2.70 1.44 0.05
H 1.81 4.28 1.19 0.05
H 1.04 2.98 2.15 0.05
C 1.94 2.83 -1.64 -0.30
H 1.49 2.37 -2.54 0.04
H 2.11 3.90 -1.81 0.05
H 2.90 2.31 -1.50 0.04
C 1.39 -0.45 2.38 -0.02
O 2.03 -0.65 3.30 0.08
H -1.13 0.43 -2.65 -0.23
O -1.27 -0.15 3.07 -0.18
N -2.07 0.53 2.41 -0.26
O -1.87 0.64 1.15 -0.34
```

***

Entry 2:
# C7H22BrClN3O4P2S

2 unconnected molecules or ions with the total composition C7H22BrClN3O4P2S at a distorted geometry (ωB97M-V/def2-TZVPD, the OMol25 dataset).

Values from the calculation:
total charge = -1
LUMO level = 2.400 eV

Structure (XYZ):
```
41
Properties=species:S:1:pos:R:3:lowdin_charge:R:1
C 2.19 2.23 -0.72 -0.16
C 0.99 3.06 -1.45 -0.28
C -0.39 2.28 -1.75 -0.36
O -1.04 1.49 -0.77 -0.51
P -1.35 2.08 0.80 -0.20
S -1.72 2.71 2.81 0.27
Cl -1.75 4.10 0.21 0.22
C -1.20 0.27 1.46 -0.38
C 0.35 -0.26 1.58 -0.33
O 0.77 -0.92 0.33 -0.14
C 0.53 -1.40 2.80 -0.23
N 0.48 -2.82 2.30 -0.07
P -3.55 1.76 0.61 0.40
O -4.21 3.29 -0.02 -0.58
Br -3.99 0.23 -1.00 0.15
H 3.21 2.60 -1.23 0.07
H 2.25 2.66 0.39 0.07
H 2.09 1.07 -0.72 0.07
H 1.43 3.40 -2.52 0.11
H 0.87 4.09 -0.86 0.09
H -1.10 3.06 -2.31 0.11
H -0.11 1.53 -2.63 0.13
H 0.07 2.35 1.06 -0.01
H -0.48 3.03 3.41 -0.15
H -1.75 0.18 2.52 0.05
H -1.75 -0.51 0.74 0.06
H 1.13 0.58 1.84 0.13
H 0.04 -1.47 -0.08 0.08
H 1.60 -1.24 3.26 0.11
H -0.26 -1.27 3.65 0.12
H 0.35 -3.42 3.16 0.07
H 1.47 -3.07 2.00 0.07
H -4.17 3.22 -1.03 0.04
C 1.57 -4.54 -2.03 -0.72
O 2.62 -4.95 -1.56 0.01
N 0.64 -3.91 -1.29 0.16
N 1.25 -4.68 -3.33 0.14
H -0.23 -3.57 -1.65 0.10
H 0.85 -3.79 -0.30 0.09
H 1.92 -5.14 -3.92 0.11
H 0.39 -4.34 -3.73 0.10
```

***

Entry 3:
# C7H22ClI2LuN2OP2

A molecular structure, C7H22ClI2LuN2OP2 at a distorted geometry (ωB97M-V/def2-TZVPD, the OMol25 dataset).

Values from the calculation:
total charge = +2
LUMO level (alpha / beta) = -9.539 / -9.408 eV
relative energy (zero: lowest compared OMol25 entry of this formula, charge and spin) = 0.0 kcal per mole

Structure (XYZ):
```
38
Properties=species:S:1:pos:R:3:lowdin_charge:R:1
I 0.02 2.58 0.82 0.56
I 0.03 -2.56 0.90 0.56
Lu 0.00 -0.04 -1.11 0.72
P -2.79 -0.01 -0.84 0.63
C -3.73 0.05 0.71 -0.27
C -3.48 1.38 -1.81 -0.26
H -4.55 1.20 -1.98 0.07
H -4.56 -1.30 -1.89 0.07
H -2.93 1.45 -2.75 0.04
H -2.94 -1.62 -2.63 0.04
H -3.42 0.95 1.25 0.04
H -3.32 2.29 -1.22 0.05
C -3.49 -1.48 -1.70 -0.26
H -4.81 0.08 0.47 0.07
H -3.34 -2.34 -1.05 0.04
H -3.48 -0.86 1.27 0.04
P 2.79 0.00 -0.84 0.63
C 3.73 0.07 0.70 -0.27
C 3.50 -1.46 -1.70 -0.25
H 2.92 1.47 -2.75 0.04
H 4.54 1.22 -1.99 0.07
H 3.32 2.31 -1.23 0.05
C 3.47 1.40 -1.81 -0.26
H 2.96 -1.61 -2.64 0.04
H 4.57 -1.27 -1.88 0.07
H 4.80 0.09 0.46 0.07
H 3.47 -0.83 1.28 0.04
H 3.35 -2.33 -1.05 0.04
H 3.43 0.99 1.23 0.04
Cl 0.00 -0.10 -3.49 -0.10
N 1.16 0.07 3.62 0.23
C -0.01 0.04 2.94 -0.72
N -1.17 0.03 3.62 0.23
O -0.01 0.04 1.67 -0.60
H 1.15 0.04 4.62 0.14
H 2.02 0.07 3.09 0.11
H -2.02 -0.01 3.10 0.10
H -1.15 0.00 4.62 0.13
```

***

Entry 4:
# C7H22FO7

5 unconnected molecules or ions with the total composition C7H22FO7 at a distorted geometry (ωB97M-V/def2-TZVPD, the OMol25 dataset).

Values from the calculation:
total charge = -1
LUMO level = 3.025 eV
relative energy (zero: lowest compared OMol25 entry of this formula, charge and spin) = 97.1 kcal per mole

Structure (XYZ):
```
37
Properties=species:S:1:pos:R:3:lowdin_charge:R:1
F 5.85 0.63 10.99 -0.90
C 5.20 -0.55 5.54 -0.19
O 5.12 -1.74 6.27 -0.11
H 4.26 0.00 5.49 0.07
H 6.00 0.07 5.95 0.08
H 5.41 -0.77 4.49 0.07
H 5.04 -1.35 7.15 0.08
C 5.60 -0.48 16.02 -0.25
C 5.45 -1.84 15.32 -0.34
O 6.31 -1.99 14.33 -0.01
O 5.11 0.62 15.27 -0.07
H 6.67 -0.28 16.12 0.11
H 5.29 -0.28 17.05 0.11
H 4.39 -2.02 15.12 0.12
H 5.75 -2.55 16.10 0.11
H 6.31 -1.27 13.69 0.10
H 5.41 0.58 14.36 0.07
C 10.50 2.77 10.10 -0.26
C 9.72 3.25 8.88 -0.26
O 8.48 3.74 9.31 -0.06
O 10.16 1.43 10.42 -0.07
H 10.57 3.39 10.99 0.12
H 11.53 2.61 9.77 0.11
H 9.62 2.42 8.19 0.12
H 10.24 4.10 8.44 0.11
H 8.01 3.02 9.74 0.08
H 9.20 1.37 10.49 0.08
C 0.78 0.82 9.21 -0.29
C 0.55 0.15 10.58 -0.20
O 1.59 -0.87 10.86 -0.07
O 1.88 1.67 9.20 -0.06
H -0.17 1.27 8.90 0.11
H 1.07 0.03 8.52 0.11
H -0.49 -0.17 10.60 0.11
H 0.63 1.04 11.20 0.11
H 2.48 -0.53 10.72 0.07
H 2.72 1.38 9.54 0.09
```

***

Entry 5:
# C7H22O8

8 unconnected molecules or ions with the total composition C7H22O8 at a distorted geometry (ωB97M-V/def2-TZVPD, the OMol25 dataset).

Values from the calculation:
LUMO level = 0.189 eV
relative energy (zero: lowest compared OMol25 entry of this formula, charge and spin) = 0.0 kcal per mole

Structure (XYZ):
```
37
Properties=species:S:1:pos:R:3:lowdin_charge:R:1
C 2.24 -1.63 0.75 -0.03
C 1.13 -0.78 0.18 -0.28
C 1.11 0.58 0.48 -0.09
C 0.02 1.37 0.13 -0.07
C -1.05 0.82 -0.54 -0.32
O -2.18 1.48 -0.99 0.04
C -1.01 -0.54 -0.89 -0.01
C 0.05 -1.33 -0.51 -0.05
H 3.19 -1.23 0.39 0.07
H 2.16 -2.63 0.34 0.08
H 2.29 -1.54 1.83 0.07
H 1.98 0.99 0.98 0.13
H -0.05 2.42 0.35 0.12
H -2.12 2.42 -0.88 0.10
H -1.86 -0.92 -1.44 0.12
H 0.12 -2.38 -0.77 0.12
O -1.19 1.84 2.55 -0.09
H -1.38 2.10 3.47 0.07
H -2.05 1.44 2.22 0.02
O 0.14 -0.26 3.45 -0.06
H -0.15 0.46 2.87 -0.01
H -0.26 -0.09 4.30 0.05
O 1.07 0.57 -4.77 -0.06
H 1.77 1.14 -4.43 0.02
H 0.49 0.73 -4.02 0.03
O -2.00 -1.73 2.40 -0.06
H -1.27 -1.16 2.73 0.01
H -1.53 -2.39 1.89 0.04
O -3.33 0.51 1.74 -0.06
H -3.51 0.72 0.80 0.07
H -3.19 -0.44 1.81 0.02
O 1.48 -2.11 -3.63 -0.07
H 1.57 -1.25 -3.19 0.01
H 0.78 -1.88 -4.26 0.02
O 2.16 1.39 -2.15 -0.04
H 2.65 1.12 -1.37 0.04
H 1.71 2.18 -1.83 0.04
```

***

Entry 6:
# C7H23BrN5O4V

A molecular structure, C7H23BrN5O4V at a distorted geometry (ωB97M-V/def2-TZVPD, the OMol25 dataset).

Values from the calculation:
<S²> = 6.002
multiplicity = 5
LUMO level (alpha / beta) = -1.990 / -1.623 eV
relative energy (zero: lowest compared OMol25 entry of this formula, charge and spin) = 43.3 kcal per mole

Structure (XYZ):
```
41
Properties=species:S:1:pos:R:3:lowdin_charge:R:1
V 2.53 -0.27 4.40 0.47
Br 1.01 -0.53 2.18 0.02
C 1.55 -4.86 0.17 -0.16
O 0.55 -3.98 0.65 -0.15
H 1.40 -5.93 0.34 0.08
H 1.70 -4.66 -0.89 0.07
H 2.49 -4.57 0.63 0.07
H 0.92 -3.10 0.76 0.00
C -2.52 -2.72 2.84 -0.80
O -2.90 -3.88 2.84 0.02
N -1.92 -2.17 3.87 0.16
N -2.56 -1.99 1.76 0.16
H -1.43 -1.29 3.76 0.05
H -1.86 -2.76 4.68 0.12
H -1.75 -1.40 1.72 0.03
H -2.87 -2.48 0.93 0.12
C 0.66 -0.43 -2.18 -0.83
O 1.66 0.01 -1.79 0.09
N 0.25 -0.68 -3.37 0.17
N -0.36 -0.73 -1.41 0.17
H -0.58 -1.21 -3.57 0.12
H 0.95 -0.46 -4.07 0.13
H -0.38 -0.58 -0.41 0.05
H -1.15 -1.13 -1.90 0.11
C 1.92 4.08 -1.09 -0.04
C 1.28 3.08 -0.05 -0.42
C -0.15 2.62 -0.55 -0.22
O -1.02 3.72 -0.67 -0.18
C -2.26 3.35 -1.22 -0.12
N 2.12 1.97 0.21 0.02
H 2.23 3.63 -2.04 0.07
H 2.81 4.45 -0.59 0.06
H 1.28 4.92 -1.37 0.06
H 0.90 3.51 0.87 0.13
H -0.57 1.78 0.00 0.10
H 0.06 2.20 -1.54 0.10
H -2.83 4.21 -1.58 0.08
H -2.87 2.70 -0.58 0.09
H -2.04 2.88 -2.17 0.08
H 1.75 1.43 0.97 -0.09
H 2.02 1.29 -0.52 0.01
```

***

Repeat the third record exactly.
# C7H22ClI2LuN2OP2

A molecular structure, C7H22ClI2LuN2OP2 at a distorted geometry (ωB97M-V/def2-TZVPD, the OMol25 dataset).

Values from the calculation:
total charge = +2
LUMO level (alpha / beta) = -9.539 / -9.408 eV
relative energy (zero: lowest compared OMol25 entry of this formula, charge and spin) = 0.0 kcal per mole

Structure (XYZ):
```
38
Properties=species:S:1:pos:R:3:lowdin_charge:R:1
I 0.02 2.58 0.82 0.56
I 0.03 -2.56 0.90 0.56
Lu 0.00 -0.04 -1.11 0.72
P -2.79 -0.01 -0.84 0.63
C -3.73 0.05 0.71 -0.27
C -3.48 1.38 -1.81 -0.26
H -4.55 1.20 -1.98 0.07
H -4.56 -1.30 -1.89 0.07
H -2.93 1.45 -2.75 0.04
H -2.94 -1.62 -2.63 0.04
H -3.42 0.95 1.25 0.04
H -3.32 2.29 -1.22 0.05
C -3.49 -1.48 -1.70 -0.26
H -4.81 0.08 0.47 0.07
H -3.34 -2.34 -1.05 0.04
H -3.48 -0.86 1.27 0.04
P 2.79 0.00 -0.84 0.63
C 3.73 0.07 0.70 -0.27
C 3.50 -1.46 -1.70 -0.25
H 2.92 1.47 -2.75 0.04
H 4.54 1.22 -1.99 0.07
H 3.32 2.31 -1.23 0.05
C 3.47 1.40 -1.81 -0.26
H 2.96 -1.61 -2.64 0.04
H 4.57 -1.27 -1.88 0.07
H 4.80 0.09 0.46 0.07
H 3.47 -0.83 1.28 0.04
H 3.35 -2.33 -1.05 0.04
H 3.43 0.99 1.23 0.04
Cl 0.00 -0.10 -3.49 -0.10
N 1.16 0.07 3.62 0.23
C -0.01 0.04 2.94 -0.72
N -1.17 0.03 3.62 0.23
O -0.01 0.04 1.67 -0.60
H 1.15 0.04 4.62 0.14
H 2.02 0.07 3.09 0.11
H -2.02 -0.01 3.10 0.10
H -1.15 0.00 4.62 0.13
```